The following is a DFT calculation (ωB97M-V/def2-TZVPD) of 12 unconnected molecules or ions with the total composition C43H110O12 at a distorted geometry.

## Properties
SMILES: CC(C)O.CCOCC.CCOCC.CCOCC.CCOCC.CCOCC.CCOCC.CCOCC.CCOCC.CCOCC.CCO.CCO
Net charge: 0
HOMO, eV: -9.630
Energy, eV: -70937.9338
Gap between HOMO and LUMO, eV: 9.8887

Each line ends with the Mulliken charge.
Atoms and positions in Å:
C: 26.594 17.731 -10.140  -1.153
C: 26.806 17.557 -11.634  -0.210
O: 26.112 18.678 -12.233  -0.264
C: 26.222 18.700 -13.665  -0.256
C: 25.500 19.935 -14.217  -1.060
H: 25.537 17.717 -9.874  0.226
H: 27.145 16.979 -9.575  0.390
H: 26.975 18.691 -9.791  0.311
H: 27.853 17.571 -11.937  0.313
H: 26.447 16.594 -11.998  0.266
H: 27.287 18.797 -13.875  0.287
H: 25.793 17.770 -14.038  0.276
H: 24.440 19.800 -14.004  0.178
H: 25.643 20.041 -15.292  0.395
H: 25.956 20.806 -13.746  0.299
C: 26.741 18.255 -20.687  -1.197
C: 25.748 18.644 -19.633  -0.118
O: 24.399 18.553 -20.108  -0.343
C: 23.452 18.950 -19.122  -0.115
C: 22.034 18.699 -19.544  -1.254
H: 26.968 19.009 -21.441  0.287
H: 27.688 17.913 -20.272  0.351
H: 26.343 17.409 -21.249  0.316
H: 25.878 18.065 -18.719  0.258
H: 25.935 19.674 -19.331  0.276
H: 23.643 18.334 -18.243  0.267
H: 23.558 20.007 -18.879  0.288
H: 21.898 17.662 -19.852  0.315
H: 21.895 19.293 -20.447  0.317
H: 21.376 18.916 -18.702  0.355
C: 16.855 22.709 -3.485  -1.263
C: 16.451 21.974 -4.740  -0.091
O: 17.675 21.667 -5.402  -0.333
C: 17.473 21.054 -6.680  -0.270
C: 17.144 22.109 -7.761  -1.028
H: 16.017 22.910 -2.817  0.392
H: 17.562 22.198 -2.831  0.309
H: 17.217 23.713 -3.704  0.292
H: 15.811 21.115 -4.540  0.278
H: 15.892 22.588 -5.447  0.235
H: 18.369 20.538 -7.026  0.249
H: 16.731 20.258 -6.630  0.299
H: 16.936 21.548 -8.672  0.325
H: 17.895 22.865 -7.988  0.264
H: 16.222 22.679 -7.647  0.343
C: 21.435 19.334 -10.599  -1.223
C: 22.004 20.764 -10.870  -0.233
O: 21.170 21.196 -11.940  -0.230
C: 21.283 22.566 -12.217  -0.259
C: 20.428 22.835 -13.459  -1.280
H: 20.385 19.224 -10.326  0.311
H: 21.626 18.596 -11.377  0.252
H: 22.030 18.869 -9.813  0.448
H: 21.941 21.396 -9.984  0.315
H: 23.020 20.690 -11.257  0.248
H: 20.894 23.148 -11.382  0.284
H: 22.341 22.775 -12.378  0.314
H: 20.776 22.419 -14.404  0.319
H: 20.476 23.899 -13.694  0.421
H: 19.352 22.704 -13.352  0.305
C: 17.912 8.538 -11.473  -1.131
C: 18.933 8.494 -12.645  -0.218
O: 18.559 9.428 -13.590  -0.294
C: 19.605 9.865 -14.430  -0.047
C: 18.947 11.009 -15.221  -1.080
H: 18.019 7.661 -10.835  0.393
H: 18.025 9.425 -10.850  0.228
H: 16.856 8.480 -11.734  0.294
H: 19.942 8.671 -12.273  0.322
H: 18.771 7.514 -13.093  0.227
H: 20.377 10.274 -13.779  0.106
H: 20.060 9.098 -15.057  0.306
H: 18.097 11.535 -14.786  0.274
H: 18.611 10.583 -16.167  0.316
H: 19.829 11.593 -15.483  0.306
C: 22.748 14.245 -6.991  -1.103
C: 21.241 14.546 -7.147  -0.295
O: 20.863 14.425 -8.520  -0.187
C: 19.450 14.343 -8.707  -0.393
C: 19.125 13.549 -9.950  -1.008
H: 23.093 14.297 -5.959  0.375
H: 22.891 13.245 -7.401  0.249
H: 23.355 14.935 -7.579  0.251
H: 20.696 13.786 -6.587  0.330
H: 20.928 15.501 -6.726  0.330
H: 18.909 13.928 -7.856  0.361
H: 19.111 15.370 -8.842  0.250
H: 19.547 12.549 -9.852  0.256
H: 19.430 14.070 -10.858  0.181
H: 18.051 13.368 -9.997  0.400
C: 15.475 14.716 -20.084  -1.205
C: 14.093 15.091 -20.539  -0.065
O: 13.454 13.940 -21.038  -0.323
C: 12.132 14.284 -21.580  -0.206
C: 11.604 13.105 -22.438  -1.165
H: 16.076 14.610 -20.988  0.282
H: 15.880 15.497 -19.440  0.354
H: 15.505 13.767 -19.549  0.310
H: 13.538 15.482 -19.686  0.181
H: 14.130 15.909 -21.258  0.309
H: 11.420 14.511 -20.787  0.271
H: 12.221 15.216 -22.137  0.295
H: 12.213 12.978 -23.333  0.293
H: 10.578 13.284 -22.761  0.368
H: 11.658 12.139 -21.936  0.301
C: 13.506 12.912 -12.724  -1.157
C: 13.466 11.495 -12.047  -0.165
O: 12.554 11.669 -10.969  -0.298
C: 12.702 10.698 -9.925  -0.190
C: 11.644 10.982 -8.903  -1.173
H: 13.569 13.733 -12.010  0.249
H: 14.305 12.968 -13.463  0.359
H: 12.559 13.103 -13.230  0.314
H: 13.083 10.779 -12.774  0.264
H: 14.476 11.305 -11.683  0.267
H: 12.571 9.704 -10.353  0.324
H: 13.683 10.711 -9.449  0.299
H: 11.711 10.371 -8.003  0.383
H: 10.690 10.892 -9.422  0.298
H: 11.648 12.005 -8.528  0.229
C: 24.400 11.642 -11.588  -1.336
C: 23.462 12.772 -11.906  0.014
O: 23.633 12.970 -13.281  -0.347
C: 23.074 14.119 -13.794  0.072
C: 23.260 14.090 -15.305  -1.307
H: 24.113 10.793 -12.209  0.299
H: 25.410 11.937 -11.869  0.325
H: 24.319 11.384 -10.531  0.385
H: 22.450 12.423 -11.701  0.173
H: 23.709 13.639 -11.294  0.311
H: 22.017 14.059 -13.534  0.142
H: 23.471 15.025 -13.336  0.233
H: 22.584 14.818 -15.755  0.383
H: 22.997 13.093 -15.657  0.330
H: 24.276 14.317 -15.629  0.328
C: 17.502 18.697 -13.198  -1.129
C: 18.537 17.650 -13.721  0.752
C: 17.865 16.568 -14.586  -1.488
O: 19.459 18.435 -14.401  -0.513
H: 16.780 18.166 -12.579  0.294
H: 16.995 19.183 -14.032  0.300
H: 18.011 19.429 -12.572  0.343
H: 19.106 17.125 -12.954  0.116
H: 18.649 16.011 -15.098  0.337
H: 17.208 16.944 -15.370  0.334
H: 17.306 15.838 -14.000  0.393
H: 19.863 19.052 -13.785  0.268
C: 13.024 16.277 -9.089  -1.100
C: 13.471 15.459 -7.895  -0.059
O: 14.568 16.094 -7.279  -0.511
H: 12.819 17.279 -8.711  0.346
H: 12.075 15.922 -9.492  0.333
H: 13.782 16.340 -9.870  0.236
H: 13.758 14.492 -8.307  0.214
H: 12.691 15.442 -7.134  0.239
H: 14.973 15.408 -6.744  0.297
C: 12.971 17.956 -15.838  -0.950
C: 11.620 17.259 -16.154  -0.236
O: 11.064 17.919 -17.311  -0.526
H: 13.292 17.724 -14.822  0.311
H: 12.906 19.043 -15.886  0.322
H: 13.754 17.654 -16.534  0.210
H: 11.016 17.285 -15.248  0.342
H: 11.733 16.213 -16.437  0.243
H: 10.141 17.659 -17.353  0.285